1.
{
  "formula": "C45H63FHfN3O4P2",
  "method": "ωB97M-V/def2-TZVPD",
  "species": ["H", "H", "C", "C", "C", "H", "C", "N", "Hf", "H", "C", "H", "H", "H", "H", "H", "C", "O", "H", "C", "C", "H", "H", "H", "C", "C", "H", "C", "C", "H", "C", "C", "H", "C", "H", "H", "H", "C", "H", "H", "C", "N", "H", "H", "C", "H", "H", "C", "C", "H", "C", "C", "H", "H", "H", "C", "H", "H", "C", "O", "H", "F", "H", "C", "H", "H", "H", "C", "H", "H", "H", "H", "H", "N", "H", "H", "C", "C", "P", "C", "O", "H", "C", "H", "C", "C", "O", "H", "C", "C", "C", "C", "C", "C", "P", "C", "H", "H", "C", "C", "H", "H", "C", "C", "H", "H", "H", "H", "C", "H", "H", "H", "H", "H", "C", "H", "H", "H", "H"],
  "xyz": [[4.892658, -0.714495, -3.080114], [7.231098, -0.717943, -0.159998], [2.196093, 1.994160, -0.869999], [5.497906, 0.112622, -1.136485], [3.173994, 1.225426, -1.713255], [-5.440425, 4.640480, 0.421938], [2.627028, 1.500313, 2.986641], [-5.866742, 2.741907, -0.494520], [1.718680, -1.021140, -0.131027], [-0.077237, -4.260312, 3.571509], [-2.514070, 0.165003, -0.267915], [-7.456281, 2.819056, 0.878874], [6.483357, -1.218270, -2.509283], [6.335499, 0.404780, 0.860690], [3.713750, 1.592149, 2.970001], [3.060036, 4.313381, -1.858438], [0.445598, -6.020324, 2.484335], [2.299785, -0.505633, -3.241485], [0.321974, -2.228519, 4.516498], [-7.187368, 2.308925, -0.049859], [-3.464441, 2.356449, -0.090950], [-4.944052, -4.038772, 0.216140], [-8.275104, 1.825777, -1.894794], [1.010886, 4.717523, -0.339237], [5.461995, -0.996239, -2.194050], [0.440802, 2.224647, 2.130454], [2.690747, -6.198411, -0.033051], [-4.764903, 1.886706, -0.404038], [0.438418, 3.916590, -0.802680], [7.304880, 1.071765, -1.826240], [0.535641, -4.665701, 2.776000], [-5.733995, 4.204344, -0.533667], [0.341601, -0.588920, 3.840741], [2.246680, 3.910087, -2.466807], [3.567665, 3.677367, 1.657888], [-7.752484, 4.959825, -0.081038], [4.027014, 0.330717, 1.365492], [2.372531, 1.600270, 0.458672], [3.152318, -1.194769, 4.156108], [-0.102248, 3.009150, 1.608269], [-4.893901, 0.528275, -0.633945], [-3.954698, -1.700626, -0.781614], [2.334370, 4.091970, 2.849923], [2.672961, 3.411388, -3.335832], [0.414349, 2.203512, -2.606436], [-0.233450, -6.648910, 3.045936], [-8.609972, 4.326846, -2.278457], [6.228897, -0.380761, 0.109114], [-5.651716, -3.569702, -0.454598], [5.713778, -3.360903, -0.046330], [2.353005, -0.157953, -2.097887], [-0.532754, -3.071788, -0.712074], [1.663678, 4.756170, -2.835287], [2.983149, -2.960646, 4.260154], [2.375721, 0.440103, 3.016916], [3.531201, 0.660347, 0.465215], [-3.061476, -3.537988, -1.022767], [3.994838, -2.225706, 3.000396], [-6.300490, -2.305496, 0.018394], [-0.750865, -4.246386, -0.700466], [-0.215843, 1.477860, -2.080933], [-3.305348, 3.662216, 0.176402], [-1.417637, 1.958169, 0.217234], [1.233785, -6.566814, 1.482684], [-7.171123, 3.633411, -2.632206], [5.037365, -1.913863, -1.786713], [-7.204431, 1.247579, 0.170576], [-1.604094, -2.051455, -0.557729], [-0.279987, 4.393556, -1.472167], [-9.208078, 2.782486, -0.730795], [-5.851201, 0.119002, -0.913971], [3.906107, -4.975691, -1.656644], [-7.330618, -2.117270, -0.253571], [-7.795230, 3.874326, -1.860877], [0.983938, 1.669415, -3.365203], [5.875115, 1.584891, -2.720121], [-7.081356, 4.816264, -0.924073], [3.080842, -2.115729, 3.578749], [1.622047, -2.092021, 2.487611], [-2.890018, -2.492813, -0.800073], [-0.206203, -0.236072, 0.068622], [2.285511, 1.943945, 3.921936], [-2.382954, 1.542752, -0.031171], [-5.593705, -2.066421, -2.091837], [-8.215704, 2.604225, -1.138555], [-5.276494, -2.263597, -1.076701], [0.684747, -2.530720, -0.890537], [-0.238318, 2.910388, -3.122534], [0.262555, -1.648523, 3.595473], [4.120955, 0.603749, -0.773009], [2.493057, 3.667282, 1.855513], [2.190753, -4.396477, 1.033954], [1.319655, 2.989783, -1.638744], [4.951934, -3.703977, 0.654395], [3.290457, -3.341554, 0.019959], [6.247465, 1.323988, -1.728645], [-6.952432, 5.769207, -1.429580], [-0.121223, 3.405189, -0.026995], [-1.384054, -0.711470, -0.237287], [3.250179, -4.103895, -1.636029], [3.585697, -3.397036, -2.392436], [-4.980940, 4.477313, -1.269049], [1.405825, -3.848299, 2.059973], [1.945230, 2.230845, 1.817697], [0.299541, 2.419423, 3.195411], [-6.218584, -4.255124, -1.067589], [2.229738, -4.401675, -1.865955], [-6.002020, -1.936119, 0.991357], [-3.794218, -0.333966, -0.549422], [1.171858, -7.623086, 1.255842], [-0.701735, -1.824512, 3.118379], [3.549477, 1.672173, -2.622224], [5.135084, -3.243702, 1.621919], [5.709707, -1.226820, 0.570357], [2.100450, -5.756338, 0.761909], [5.017334, -4.787648, 0.755259], [-0.030612, 1.266089, 1.902398], [6.174968, 2.206828, -1.088481], [2.006907, 4.318628, 1.136600]],
  "atomic_forces_ev_per_a": [[0.0, 0.0, 0.0], [0.0, 0.0, 0.0], [0.1, -0.2, -0.1], [-0.1, 0.0, 0.0], [0.0, 0.1, 0.3], [0.0, 0.0, 0.0], [0.0, 0.0, 0.0], [0.1, -0.1, 0.0], [-0.8, 0.2, 0.4], [0.0, 0.0, 0.0], [-0.1, 0.0, 0.1], [0.0, 0.0, 0.0], [0.0, 0.0, 0.0], [0.0, 0.0, -0.1], [0.0, 0.0, 0.0], [0.0, 0.0, 0.0], [0.0, 0.0, 0.0], [0.0, 0.1, 0.0], [0.0, 0.0, 0.0], [0.1, 0.0, 0.0], [-0.1, 0.1, 0.0], [0.0, 0.0, 0.0], [0.0, -0.1, 0.0], [-0.1, 0.0, -0.1], [0.1, 0.0, 0.0], [-0.1, 0.0, 0.1], [0.0, 0.0, 0.1], [-0.2, 0.2, 0.0], [-0.1, 0.0, 0.0], [0.0, 0.0, 0.0], [0.0, -0.1, 0.0], [-0.2, -0.1, 0.0], [0.0, 0.0, 0.0], [0.0, 0.0, 0.0], [0.0, 0.0, 0.0], [0.0, 0.0, 0.1], [0.0, -0.1, 0.0], [0.2, 0.0, -0.1], [0.0, 0.0, 0.0], [0.1, -0.1, 0.2], [0.0, -0.1, 0.0], [-0.1, 0.1, 0.0], [0.0, 0.0, 0.0], [0.0, 0.0, 0.0], [0.0, 0.0, 0.0], [0.0, 0.0, 0.0], [0.0, 0.0, 0.0], [0.0, -0.1, 0.1], [0.0, -0.1, 0.0], [0.0, 0.0, 0.0], [0.4, 0.0, -0.6], [0.6, 0.4, 0.0], [0.0, 0.0, 0.0], [0.1, 0.0, 0.0], [-0.1, 0.0, 0.0], [0.2, 0.6, 0.1], [0.0, 0.0, 0.0], [0.0, 0.0, 0.0], [0.0, 0.0, 0.0], [0.0, -0.2, -0.1], [0.0, 0.1, 0.0], [0.2, 0.0, 0.1], [-0.1, -0.1, 0.0], [0.0, 0.0, 0.0], [0.0, 0.0, 0.0], [0.0, 0.0, 0.0], [0.0, 0.0, 0.0], [-0.3, -0.2, -0.1], [0.0, 0.0, 0.0], [0.0, 0.0, 0.0], [0.0, 0.0, 0.0], [0.0, 0.0, 0.0], [0.0, 0.0, 0.0], [0.0, 0.0, 0.1], [0.0, 0.0, 0.0], [0.0, 0.0, 0.0], [-0.1, -0.1, -0.2], [0.0, 0.0, 0.1], [0.3, -0.1, -0.2], [-0.1, 0.0, 0.0], [-0.4, -0.2, 0.0], [0.0, 0.0, 0.0], [0.2, 0.0, 0.0], [0.0, 0.0, 0.0], [0.0, 0.3, -0.2], [0.2, 0.1, 0.1], [-0.4, -0.3, 0.1], [0.0, 0.0, 0.0], [-0.1, 0.0, 0.1], [0.0, 0.0, -0.2], [0.0, 0.1, 0.1], [0.1, 0.0, -0.1], [0.1, -0.1, 0.1], [0.1, -0.1, -0.1], [-0.4, 0.1, 0.0], [0.1, 0.1, 0.0], [0.0, 0.0, 0.0], [0.0, 0.1, -0.2], [0.5, 0.1, 0.0], [0.1, -0.1, 0.1], [0.0, 0.0, 0.0], [0.0, 0.0, 0.0], [0.0, 0.1, 0.1], [0.0, 0.0, -0.1], [0.0, 0.0, 0.0], [0.0, 0.0, 0.0], [0.0, 0.0, 0.0], [0.0, 0.0, 0.0], [-0.2, -0.2, -0.1], [0.0, 0.0, 0.0], [0.0, 0.0, 0.0], [0.0, 0.0, -0.1], [0.0, 0.0, 0.0], [0.0, 0.1, 0.0], [0.0, -0.1, 0.0], [0.1, 0.0, 0.0], [0.1, 0.0, 0.0], [0.0, -0.1, 0.0], [0.1, -0.1, 0.1]],
  "de_lowest_kcal_mol": 62.4,
  "e_lumo_ev": -7.7391,
  "homo_lumo_gap_ha": 0.2452,
  "homo_ha": -0.5296,
  "e_tot_ev": -82929.61702,
  "total_charge": 3,
  "max_force_ev_per_a": 0.9
}

=====

2.
{
  "formula": "C45H64Cl5N2O4RbSSe2Si",
  "method": "ωB97M-V/def2-TZVPD",
  "species": ["C", "H", "C", "H", "H", "C", "H", "C", "C", "H", "C", "H", "O", "H", "C", "C", "Cl", "C", "C", "Cl", "Cl", "H", "H", "C", "C", "H", "Cl", "O", "H", "H", "C", "H", "H", "H", "H", "C", "H", "H", "Se", "H", "C", "H", "H", "H", "C", "C", "H", "H", "C", "Si", "H", "H", "H", "C", "H", "H", "C", "N", "H", "H", "H", "C", "H", "H", "H", "H", "C", "H", "H", "H", "H", "H", "C", "C", "C", "H", "O", "Se", "H", "H", "C", "C", "H", "H", "H", "H", "C", "C", "C", "H", "C", "H", "H", "C", "H", "C", "C", "H", "H", "N", "H", "C", "H", "C", "H", "C", "S", "C", "H", "H", "H", "O", "C", "H", "H", "C", "C", "C", "Rb", "H", "Cl", "C", "H", "C", "C"],
  "xyz": [[1.225332, -0.452011, 2.564509], [4.807970, -2.298958, -0.028276], [4.125905, -2.862778, 2.033226], [-4.807063, 3.463442, 4.319803], [-1.178264, -1.822163, 3.537410], [-0.131366, 3.632017, -2.454489], [-5.576416, 1.770522, 4.046367], [-5.329431, -1.790787, 0.688483], [2.920111, 2.753448, 2.340512], [-0.071349, 1.689452, 1.119617], [0.802196, 2.265202, -4.186909], [-5.352114, 4.161409, -1.128782], [-4.472808, 1.180720, 1.852354], [-5.822799, 3.929214, -2.808644], [3.456141, -3.336937, -3.794535], [-4.487724, -1.914852, 1.899573], [1.249603, -1.622127, -7.407316], [4.781582, 0.892151, -2.440515], [0.585184, 2.422262, 1.645799], [-0.124927, -1.558967, -4.646288], [4.135809, -4.078743, -2.397664], [2.585338, 3.843037, 2.270354], [5.927312, -3.275835, 0.975384], [1.659568, -1.807260, 2.706244], [-0.266739, -2.271702, 4.140236], [1.198171, 5.263433, -1.837254], [5.632667, -3.952863, -5.235158], [-5.318985, -0.479044, 0.199475], [0.879473, -4.404665, 4.940521], [8.074080, 1.950223, -2.296851], [5.161920, -2.466797, 0.985260], [0.454253, 2.399979, 2.720147], [-3.240248, 0.803955, 4.251965], [4.223055, -3.566699, 4.189115], [2.960889, -3.756266, 0.577245], [-4.779664, -2.759772, -0.421454], [4.317661, -4.790235, 1.160927], [-4.662670, -3.828703, -0.154863], [4.603897, 3.892199, -5.248928], [-2.458930, 2.458704, 4.285769], [-6.688111, 1.720176, -1.616392], [5.829009, -1.519550, 1.194068], [-4.675904, -0.982843, 2.533980], [-0.475553, -4.597356, 2.975799], [2.034402, 1.817969, 1.493083], [-3.447953, 3.434358, 1.985242], [3.483488, 1.596281, -4.038485], [-4.123701, 3.988492, -2.366171], [3.217311, -0.561684, 1.562044], [-4.116350, 0.626179, 0.367283], [-7.297122, -1.974618, 0.002700], [6.351705, 0.410133, -1.155955], [-3.416836, -1.872541, 1.677297], [3.418726, -2.699898, -6.139415], [2.624683, 3.150895, -0.202134], [-7.087512, 2.460426, -0.907438], [4.457459, 1.627260, -3.544054], [1.860703, 3.017295, -4.189965], [0.655382, -4.395494, 1.610901], [-6.812664, -3.196033, 1.397151], [3.386054, 1.526418, -0.188913], [0.806687, -2.917781, 3.314100], [-5.400050, -2.696687, -1.360864], [-4.626399, 0.247598, -2.888759], [0.788297, 1.400012, -4.842214], [-3.477858, 1.714906, -2.917970], [2.145072, -2.177281, -6.035870], [0.045979, -1.418970, 4.751242], [-0.540015, -3.307622, 1.709556], [-1.975628, 1.237579, 2.937812], [-2.599118, 3.275442, 1.355853], [-3.233591, 4.194395, 2.742987], [-5.129222, 3.614482, -2.029327], [2.997890, -1.833292, 2.123148], [-3.909045, 2.172448, 2.725001], [3.963884, 0.367882, -1.912744], [-4.493222, 1.881115, -0.619926], [3.505443, 5.214224, -3.757563], [2.379458, -4.363113, 3.936323], [-7.285516, 1.822991, -2.518553], [1.002648, 4.411516, -2.498266], [5.376724, 2.555606, -4.007913], [5.354409, -2.275024, 3.801917], [-3.698055, -2.559676, -0.670031], [2.052788, -3.117706, 5.189807], [1.655168, 1.678196, -0.687244], [-6.790081, -2.106146, 0.966619], [-4.577011, 1.395575, -3.002221], [6.108439, 0.979977, -2.013153], [2.736090, -4.644626, 2.031773], [3.483890, -4.144346, 1.423479], [0.634615, 3.410259, 1.178992], [-5.008097, 1.669411, -3.973727], [1.524369, -2.251464, -4.750043], [-7.115902, -1.437723, 1.683785], [7.010984, 1.850261, -2.628021], [-2.774677, 1.581840, 3.605705], [2.891186, 2.516543, 3.383180], [5.641934, -3.849092, 3.111552], [6.627877, 2.690809, -3.592163], [4.133846, -0.203188, 1.126636], [1.953003, 4.060216, -3.448229], [-5.836710, 3.144768, 2.884485], [-0.262807, 2.530127, -3.356130], [0.228933, -0.088674, 2.776215], [2.408435, 2.049657, 0.014490], [-2.192993, 0.141552, 0.182919], [1.608212, -3.778279, 4.381630], [-4.120602, 4.000480, 1.335914], [3.945478, 2.771510, 1.974034], [-0.869970, -3.050965, 4.710225], [1.531172, -2.687330, -2.457376], [-5.098380, 2.628738, 3.547430], [-4.741610, -2.852510, 2.463444], [-0.749925, 3.823811, -1.633585], [4.103056, -3.241890, -5.006534], [4.847915, -3.143465, 3.340637], [2.127938, -2.786961, -3.586684], [0.663622, -1.793649, -0.213192], [-6.784861, 0.708833, -1.223503], [4.210187, -2.642615, -7.671222], [2.167328, 0.279346, 1.877125], [-1.064417, 1.865831, -3.260919], [-5.234316, 2.108281, -1.774493], [0.063345, -3.875153, 2.337384]],
  "atomic_forces_ev_per_a": [[-1.0, -0.9, 0.2], [-0.4, -0.3, 0.0], [-1.8, 0.0, -0.2], [-0.4, -1.7, -1.1], [1.9, -0.6, 0.5], [1.1, -1.1, -1.1], [0.1, 0.4, 0.0], [0.3, -1.4, -1.6], [-0.1, 1.2, -0.8], [-0.1, 1.0, 0.5], [-1.6, -0.9, 0.3], [-0.3, 0.2, 0.5], [0.0, 0.9, 1.7], [-0.2, 0.0, -0.1], [-0.9, 0.4, 0.2], [0.2, 0.5, 2.4], [0.4, 0.0, 0.1], [0.1, -0.2, 0.4], [1.4, -2.4, -0.5], [1.1, -0.5, 0.4], [0.3, 0.0, -0.1], [0.2, -1.2, -0.1], [-0.4, 0.3, -0.3], [1.3, 0.1, -0.5], [-4.1, 0.6, -0.2], [-0.3, -0.4, -0.1], [0.7, -0.2, 0.0], [-0.2, 0.0, -0.9], [0.4, 0.0, -0.5], [-1.1, -0.3, -0.2], [2.7, 1.3, 0.4], [-0.8, 0.5, 0.2], [0.7, 0.2, -0.5], [0.5, 0.4, -1.3], [-0.2, -0.3, -1.0], [0.8, -0.1, -0.8], [-0.3, -0.6, -0.3], [-0.8, 0.4, 0.4], [1.0, -0.4, -0.2], [0.0, -1.5, -0.9], [-0.4, 0.5, 0.7], [-1.5, -1.5, 0.1], [0.1, -1.5, -0.4], [-0.2, 0.2, -0.7], [-0.4, 0.1, -0.4], [0.3, 0.8, 0.2], [0.4, 0.0, 0.5], [-0.6, -0.8, 0.4], [0.7, 0.1, 0.4], [0.5, 0.5, -0.2], [-0.4, -0.3, 0.4], [0.7, -0.4, 0.7], [-0.2, -0.2, -0.1], [0.7, 0.1, 0.2], [-0.5, -1.2, 0.3], [-0.3, -0.5, 0.1], [-0.7, 0.4, -0.9], [1.4, 0.1, -1.5], [0.9, -0.6, 0.0], [-0.4, 1.9, -1.0], [-0.9, 0.5, 0.1], [1.0, -0.3, 0.9], [0.6, 0.0, 0.9], [0.1, 1.7, -0.1], [0.0, 0.0, 0.0], [-1.4, -0.7, -0.5], [-0.7, -0.8, 2.1], [0.2, -0.5, 0.2], [-1.9, 1.1, -0.6], [-0.1, -0.1, 0.5], [0.9, -0.3, -0.2], [0.6, -0.2, 0.1], [0.7, 0.6, -0.8], [-0.4, 0.3, 0.0], [-0.7, 0.2, -0.8], [1.0, -0.2, -0.3], [-0.5, 0.2, -0.2], [-0.2, -0.1, 0.5], [0.4, -0.5, -0.1], [0.2, 0.0, -0.4], [0.4, 0.5, -0.3], [-0.1, 0.7, -0.5], [-0.3, 0.0, -0.5], [-1.1, 0.6, 0.1], [-0.3, -0.5, -1.1], [0.0, 0.0, 0.1], [1.4, -3.1, -0.8], [1.4, -1.1, 1.2], [-0.5, 0.2, 0.0], [0.3, -0.1, 0.3], [0.8, 0.5, 0.8], [-0.5, -0.1, 0.3], [0.1, 0.1, 0.3], [-0.6, 0.8, -2.0], [-1.0, 1.4, 1.5], [0.2, -0.1, 0.4], [-1.0, 1.6, 0.5], [0.1, -0.4, 0.7], [0.2, -0.4, 0.2], [-0.3, 0.0, -0.1], [0.2, -0.1, -0.1], [0.3, 1.1, 0.4], [0.4, -0.7, 0.4], [0.9, 1.7, 1.5], [-0.1, 0.0, 0.2], [1.8, 0.3, -0.1], [1.1, -0.6, -0.4], [-1.0, 1.3, 0.8], [-0.8, -0.8, 0.0], [0.3, -0.3, 0.2], [1.1, 0.8, -0.1], [1.1, -0.8, -1.2], [-0.5, 1.7, 1.4], [0.3, 0.8, -0.4], [-1.5, -0.1, 0.8], [-1.5, 0.1, -0.6], [-0.1, -0.3, 1.5], [-0.7, 0.9, 0.8], [-0.2, 0.5, 0.2], [0.0, 0.1, 0.1], [0.3, -0.1, -0.3], [-0.8, 2.9, -0.8], [-1.2, -0.8, 0.0], [0.8, 0.1, -1.7], [1.3, -0.4, 1.6]],
  "de_lowest_kcal_mol": 22.8,
  "e_lumo_ev": 3.4946,
  "homo_lumo_gap_ha": 0.2037,
  "homo_ha": -0.0753,
  "e_tot_ev": -271552.66413,
  "total_charge": -2,
  "max_force_ev_per_a": 4.2
}